Entry from the OMol25 dataset: a structure of composition C12H11NO6V (the ωB97M-V functional and the def2-TZVPD basis).

The geometry in XYZ format:
```
31
Properties=species:S:1:pos:R:3:forces:R:3:lowdin_spin:R:1
V 0.739 -0.705 1.948 0.2 -0.2 -0.4 1.951
C 0.940 -2.086 -1.296 0.1 -0.1 0.0 0.001
C 1.288 -2.947 -0.096 -0.1 0.1 0.2 0.004
C 1.316 -4.425 -0.423 0.1 0.1 0.0 0.001
O 0.223 -2.689 0.863 -0.1 0.1 0.0 0.026
C 2.589 -2.452 0.603 -0.3 -0.5 -0.4 0.006
O 3.523 -3.247 0.725 0.2 0.4 0.0 0.003
O 2.495 -1.247 0.996 0.4 0.1 0.4 0.026
H -0.022 -2.396 -1.706 0.0 0.0 0.0 0.000
H 1.719 -2.186 -2.056 0.0 0.0 0.0 0.000
H 0.862 -1.039 -1.005 0.0 0.0 0.0 0.000
H 0.355 -4.723 -0.847 0.0 0.0 0.0 0.000
H 1.530 -5.007 0.475 0.0 0.0 0.0 0.000
H 2.116 -4.633 -1.134 0.0 0.0 0.0 0.000
H 0.375 -3.246 1.638 0.0 0.0 0.0 0.001
O -1.924 -0.309 -0.062 -0.1 -0.1 0.0 0.148
C -1.348 0.757 0.243 0.2 0.0 0.0 0.110
N -0.230 0.828 1.080 -0.3 0.5 -0.3 -0.001
C 0.205 2.154 1.196 0.1 -0.1 -0.1 0.109
O 1.196 2.501 1.867 0.0 0.1 0.0 0.158
C -0.678 2.972 0.390 0.0 0.0 0.0 0.156
C -0.721 4.341 0.126 0.1 0.1 0.1 0.015
C -1.697 4.852 -0.707 -0.1 -0.1 0.0 0.094
C -2.663 3.979 -1.302 0.1 0.1 0.1 0.089
C -2.624 2.624 -1.047 -0.1 -0.1 -0.1 0.017
C -1.643 2.101 -0.203 0.0 0.0 0.0 0.156
H 0.017 4.996 0.580 0.0 0.0 0.0 -0.001
H -1.737 5.917 -0.915 0.0 0.0 0.0 0.007
H -3.425 4.392 -1.956 0.0 0.0 0.0 0.007
H -3.353 1.954 -1.497 0.0 0.0 0.0 -0.001
O 0.578 -1.032 3.522 -0.1 -0.2 0.7 -0.080
```
Positions in Å, forces in eV/Å.

highest occupied orbital energy (spin up / spin down) = 0.0572 / -0.0724 Ha
frontier orbital gap (spin up / spin down) = 3.568 / 7.093 eV
LUMO level (spin up / spin down) = 5.123 / 5.121 eV
spin multiplicity = 4
E = -1914.197155 Eh
<S²> = 3.7838
charge = -2

Entry from the OMol25 dataset: a structure of composition C12H12AlCl2N2O2S6 (the ωB97M-V functional and the def2-TZVPD basis).

The geometry in XYZ format:
```
37
Properties=species:S:1:pos:R:3:forces:R:3:lowdin_charge:R:1
Al 0.303 0.310 0.528 0.2 0.4 -0.4 -0.347
Cl -1.341 -1.271 0.902 -0.1 -0.5 0.1 0.916
C -2.787 -0.298 0.692 -0.5 0.4 -0.1 -0.573
C -3.992 -0.967 0.613 0.1 -0.2 0.0 -0.086
C -5.150 -0.225 0.468 0.0 0.0 0.0 -0.050
C -5.083 1.156 0.402 0.0 0.0 0.0 -0.078
C -3.859 1.804 0.461 0.0 -0.2 0.0 -0.676
Cl -3.817 3.518 0.356 0.0 0.1 0.0 0.728
C -2.664 1.087 0.609 0.3 0.1 0.0 -0.638
S -1.139 1.975 0.732 0.2 -0.2 -0.1 0.771
H -4.020 -2.047 0.666 0.0 0.0 0.0 0.118
H -6.103 -0.730 0.407 0.0 0.0 0.0 0.121
H -5.983 1.747 0.304 0.0 0.0 0.0 0.118
C 0.855 -0.202 4.536 -0.2 -0.1 0.0 0.031
O 2.158 0.197 4.045 0.1 0.0 0.1 0.048
C 2.283 0.447 2.776 -0.1 0.1 -0.2 -0.463
O 1.323 0.322 1.976 -0.1 -0.2 0.4 -0.003
N 3.491 0.837 2.400 0.1 0.0 0.1 0.058
N 3.712 1.248 1.092 -0.1 0.0 -0.2 0.084
H 0.980 -0.309 5.607 0.0 0.0 0.0 0.109
H 0.561 -1.149 4.091 0.1 0.0 0.0 0.104
H 0.119 0.566 4.310 0.0 0.0 0.0 0.109
H 4.212 0.886 3.108 0.0 0.0 0.0 0.182
H 4.254 0.566 0.577 0.0 0.0 0.0 0.105
H 4.175 2.147 1.080 0.0 0.0 0.0 0.114
C 3.395 -2.346 -3.725 -0.1 0.2 0.0 -0.366
S 3.291 -0.532 -3.780 0.0 0.0 0.0 0.818
C 1.549 -0.328 -3.642 0.0 0.1 0.1 -1.003
C 0.860 -0.394 -2.490 -0.1 0.0 0.0 -1.049
S 1.608 -0.715 -0.931 0.0 0.1 0.1 0.718
S -0.863 -0.148 -2.585 0.1 0.0 -0.2 0.883
C -0.937 0.228 -4.304 0.1 -0.1 0.1 -1.471
S -2.307 0.640 -5.063 -0.1 0.0 0.0 0.619
S 0.615 0.060 -5.072 0.0 0.0 0.1 0.942
H 4.455 -2.591 -3.714 0.0 0.0 0.0 0.039
H 2.931 -2.774 -4.610 0.0 0.0 0.0 0.044
H 2.918 -2.717 -2.821 0.0 -0.1 0.0 0.024
```
Positions in Å, forces in eV/Å.

highest occupied orbital energy = -0.3785 Ha
frontier orbital gap = 7.612 eV
LUMO level = -2.688 eV
E = -4276.309092 Eh
charge = +1

Entry from the OMol25 dataset: a structure of composition C12H12BKN8 in a non-equilibrium geometry (the ωB97M-V functional and the def2-TZVPD basis).

The geometry in XYZ format:
```
34
Properties=species:S:1:pos:R:3:forces:R:3:lowdin_spin:R:1
K -0.087 -0.226 -0.067 -0.3 -0.9 -0.5 -0.001
C -3.058 3.485 0.231 0.0 0.0 0.0 0.006
C -2.659 2.212 -0.202 0.0 0.0 0.0 0.001
N -1.591 1.784 0.457 -0.3 0.4 0.1 0.004
N -1.284 2.769 1.342 0.2 0.0 0.0 0.009
C -2.151 3.805 1.208 0.0 0.0 0.0 -0.001
B -0.072 2.687 2.295 -0.5 -0.3 0.3 0.002
N 0.021 1.367 3.087 0.1 0.1 -0.2 0.009
C 0.179 1.216 4.427 0.0 0.0 0.0 -0.001
C 0.247 -0.125 4.703 0.0 -0.1 0.0 0.006
C 0.136 -0.741 3.446 0.0 0.1 0.0 0.000
N 0.008 0.154 2.477 0.0 0.0 0.5 0.005
N 1.234 2.780 1.391 0.1 0.0 0.0 0.104
C 2.141 3.694 1.330 0.5 0.0 -0.4 0.122
C 3.104 3.284 0.329 0.2 0.2 0.0 0.449
C 2.616 2.040 -0.145 -0.3 0.1 0.3 0.042
N 1.510 1.731 0.469 0.4 0.3 -0.1 0.226
N -0.143 3.848 3.273 0.0 -0.1 -0.1 0.000
C -1.156 4.040 4.162 0.2 -0.1 -0.2 0.000
C -0.874 5.168 4.880 0.1 0.2 0.1 0.000
C 0.352 5.620 4.354 0.0 0.0 0.1 0.000
N 0.793 4.826 3.394 -0.4 0.1 0.3 0.000
H -3.886 4.081 -0.112 0.0 0.0 0.0 0.000
H -3.109 1.596 -0.967 0.0 0.0 0.0 0.000
H -2.074 4.698 1.805 0.0 -0.1 0.0 0.000
H 0.237 2.056 5.098 0.0 0.0 -0.1 0.000
H 0.357 -0.592 5.666 0.0 0.0 0.0 0.000
H 0.151 -1.795 3.214 0.0 0.0 0.0 0.000
H 2.089 4.565 1.976 0.0 -0.1 0.0 0.002
H 3.989 3.821 0.023 -0.1 0.0 0.0 0.020
H 3.040 1.392 -0.895 0.0 0.0 0.0 -0.003
H -1.995 3.364 4.212 0.0 0.0 0.0 0.000
H -1.459 5.609 5.669 0.0 0.0 0.0 0.000
H 0.931 6.486 4.636 0.0 0.0 0.0 0.000
```
Positions in Å, forces in eV/Å.

highest occupied orbital energy (spin up / spin down) = -0.4387 / -0.4383 Ha
frontier orbital gap (spin up / spin down) = 9.082 / 4.786 eV
LUMO level (spin up / spin down) = -2.854 / -7.141 eV
spin multiplicity = 2
E = -1527.154742 Eh
<S²> = 0.7627
charge = +1

Entry from the OMol25 dataset: a structure of composition C12H12CaN2O7 in a non-equilibrium geometry (the ωB97M-V functional and the def2-TZVPD basis).

The geometry in XYZ format:
```
34
Properties=species:S:1:pos:R:3:forces:R:3:lowdin_charge:R:1
Ca 0.537 0.041 -0.732 1.6 -0.2 -1.9 1.518
O -4.878 -1.809 1.509 -0.1 0.0 0.0 0.085
C -3.664 -1.417 1.074 0.4 0.1 -0.1 -0.278
C -2.527 -2.217 1.220 0.0 -0.1 0.1 0.071
C -1.327 -1.724 0.752 0.0 0.0 0.0 -0.162
N -1.258 -0.518 0.202 -2.0 -0.7 0.8 -0.037
C -2.336 0.233 -0.006 0.0 0.0 0.0 -0.154
C -3.577 -0.179 0.428 -0.2 0.1 0.0 0.083
C -2.010 1.491 -0.844 -0.5 0.3 -0.1 -0.600
O -2.858 2.355 -0.983 0.1 -0.2 0.1 0.059
O -0.820 1.460 -1.338 -1.5 1.2 -0.4 -0.226
C 0.019 -2.479 0.674 0.0 -0.6 0.3 -0.603
O 0.127 -3.560 1.228 -0.2 0.2 0.0 0.055
O 0.899 -1.855 -0.029 0.0 -1.8 0.9 -0.225
H -4.818 -2.678 1.919 0.0 -0.1 0.0 0.114
H -2.564 -3.202 1.669 0.0 0.0 0.0 0.129
H -4.460 0.422 0.260 0.0 0.0 0.0 0.134
O 2.440 0.805 -1.767 0.6 0.3 -0.5 0.018
C 2.625 1.486 -0.643 1.0 0.9 0.3 -0.489
O 1.923 1.334 0.332 1.0 0.7 0.4 0.016
C 3.825 2.433 -0.706 0.0 -0.2 0.0 -0.201
N 4.341 2.422 -2.084 -0.1 0.1 0.0 -0.032
C 5.783 2.112 -2.062 0.0 -0.2 0.0 -0.176
C 5.922 1.223 -0.834 -0.1 0.1 0.0 -0.155
C 4.973 1.885 0.172 0.0 0.0 0.0 -0.102
H 3.492 3.410 -0.359 -0.1 0.0 0.0 0.166
H 4.132 3.270 -2.593 0.0 0.1 0.0 0.136
H 3.132 1.215 -2.385 0.0 -0.1 0.1 0.134
H 6.388 3.017 -1.947 0.0 0.0 0.0 0.121
H 6.072 1.613 -2.986 0.0 0.0 0.0 0.118
H 6.945 1.186 -0.467 0.0 0.0 0.0 0.116
H 5.602 0.205 -1.061 0.0 0.0 0.0 0.120
H 5.472 2.714 0.673 0.0 0.0 0.0 0.121
H 4.606 1.201 0.934 0.0 0.0 0.0 0.125
```
Positions in Å, forces in eV/Å.

highest occupied orbital energy = -0.3288 Ha
frontier orbital gap = 8.842 eV
LUMO level = -0.106 eV
E = -1778.449319 Eh

> What is the E in the third record?

-1527.154742 Eh